No. 1
{"formula": "C23H33N3O4S", "method": "ωB97M-V/def2-TZVPD", "elements": ["C", "C", "C", "N", "C", "C", "C", "C", "O", "C", "C", "N", "C", "C", "C", "C", "C", "C", "S", "O", "O", "N", "C", "C", "C", "C", "C", "C", "C", "C", "O", "H", "H", "H", "H", "H", "H", "H", "H", "H", "H", "H", "H", "H", "H", "H", "H", "H", "H", "H", "H", "H", "H", "H", "H", "H", "H", "H", "H", "H", "H", "H", "H", "H"], "positions_angstrom": [[6.147, 2.317, -0.474], [5.952, 0.877, -0.010], [4.994, 0.748, 1.187], [3.674, 0.265, 0.824], [2.832, 1.133, 0.031], [2.331, 2.363, 0.793], [1.341, 3.155, -0.051], [3.345, -0.994, 1.179], [4.131, -1.764, 1.707], [1.947, -1.460, 0.886], [1.802, -2.618, 0.199], [0.618, -3.220, -0.067], [0.629, -4.451, -0.836], [0.435, -4.188, -2.327], [-0.551, -2.626, 0.347], [-1.814, -3.147, 0.017], [-2.963, -2.523, 0.446], [-2.887, -1.378, 1.228], [-4.398, -0.515, 1.659], [-5.499, -1.414, 1.476], [-4.234, 0.143, 2.918], [-4.524, 0.663, 0.491], [-3.558, 1.733, 0.561], [-4.067, 2.929, -0.240], [-4.342, 2.507, -1.682], [-5.327, 1.341, -1.693], [-4.781, 0.193, -0.848], [-1.667, -0.854, 1.574], [-0.487, -1.458, 1.134], [0.794, -0.823, 1.502], [0.848, 0.140, 2.251], [6.568, 2.917, 0.330], [5.208, 2.771, -0.780], [6.832, 2.352, -1.318], [6.925, 0.472, 0.273], [5.577, 0.266, -0.833], [4.894, 1.710, 1.695], [5.387, 0.020, 1.899], [3.397, 1.451, -0.853], [1.972, 0.556, -0.318], [3.172, 3.004, 1.059], [1.847, 2.026, 1.709], [1.007, 4.037, 0.488], [0.469, 2.548, -0.284], [1.797, 3.476, -0.986], [2.681, -3.123, -0.177], [-0.145, -5.121, -0.456], [1.594, -4.937, -0.673], [1.234, -3.553, -2.704], [0.453, -5.127, -2.873], [-0.514, -3.692, -2.516], [-1.905, -4.037, -0.584], [-3.938, -2.912, 0.199], [-3.440, 1.985, 1.615], [-2.584, 1.407, 0.158], [-4.990, 3.290, 0.215], [-3.327, 3.729, -0.208], [-4.746, 3.347, -2.249], [-3.406, 2.199, -2.156], [-6.279, 1.666, -1.270], [-5.500, 0.993, -2.713], [-5.507, -0.616, -0.764], [-3.857, -0.199, -1.309], [-1.596, 0.020, 2.202]], "gap_ev": 8.55, "smiles": "CCCN(CCC)C(=O)c1cn(CC)c2ccc(S(=O)(=O)N3CCCCC3)cc2c1=O", "total_energy_ha": -1759.6708, "e_above_lowest_kj_mol": 97.5, "homo_ev": -8.620, "total_charge": 0, "spin_multiplicity": 1}

***

No. 2
{"formula": "C30H53INO2P3Re", "method": "ωB97M-V/def2-TZVPD", "elements": ["Re", "C", "P", "C", "C", "C", "C", "C", "C", "C", "P", "C", "C", "H", "H", "H", "H", "H", "H", "H", "H", "H", "H", "H", "H", "H", "H", "H", "H", "N", "C", "O", "C", "I", "H", "H", "H", "H", "O", "P", "C", "C", "C", "C", "C", "C", "C", "C", "C", "C", "C", "C", "C", "C", "C", "C", "C", "C", "H", "H", "H", "H", "H", "H", "H", "H", "H", "H", "H", "H", "H", "H", "H", "H", "H", "H", "H", "H", "H", "H", "H", "H", "H", "H", "H", "H", "H", "H", "H", "H", "H"], "positions_angstrom": [[-0.961, -1.472, 0.035], [0.415, -2.207, 3.234], [-0.109, -3.008, 1.700], [-1.248, -4.327, 2.227], [1.339, -3.863, 1.012], [2.105, -4.688, 1.829], [3.185, -5.382, 1.305], [3.516, -5.235, -0.035], [2.762, -4.408, -0.858], [1.660, -3.725, -0.345], [0.590, -2.691, -1.405], [1.705, -1.780, -2.511], [-0.275, -3.821, -2.546], [0.759, -2.952, 3.953], [-0.423, -1.664, 3.668], [1.229, -1.517, 3.028], [-0.823, -4.790, 3.121], [-1.349, -5.096, 1.465], [-2.225, -3.919, 2.481], [1.861, -4.797, 2.876], [3.763, -6.038, 1.940], [4.362, -5.774, -0.437], [3.048, -4.315, -1.895], [2.261, -2.508, -3.105], [2.412, -1.186, -1.941], [1.149, -1.142, -3.195], [0.440, -4.198, -3.278], [-1.063, -3.284, -3.074], [-0.692, -4.675, -2.021], [-3.212, -4.702, -0.710], [-3.557, -3.427, -0.726], [-2.734, -2.495, -0.571], [-5.013, -3.120, -0.923], [-5.569, -3.516, -3.021], [-2.245, -4.973, -0.600], [-3.892, -5.431, -0.885], [-5.247, -2.077, -0.708], [-5.636, -3.776, -0.315], [-0.343, 0.425, 0.795], [0.126, 1.821, 0.349], [1.982, 1.919, 0.515], [2.501, 2.159, 1.939], [2.692, 0.873, 2.725], [3.714, -0.056, 2.074], [3.900, 0.254, 0.596], [2.573, 0.631, -0.067], [-0.656, 3.119, 1.440], [-2.181, 3.276, 1.277], [-2.585, 4.614, 0.659], [-2.096, 5.792, 1.478], [-0.737, 5.530, 2.097], [0.028, 4.484, 1.288], [-0.227, 1.874, -1.488], [0.181, 3.159, -2.224], [-0.971, 3.816, -2.978], [-1.687, 2.857, -3.914], [-1.915, 1.470, -3.303], [-1.677, 1.482, -1.793], [2.260, 2.776, -0.107], [1.856, 2.822, 2.511], [3.468, 2.664, 1.849], [1.712, 0.390, 2.788], [3.001, 1.118, 3.741], [3.418, -1.099, 2.202], [4.676, 0.035, 2.583], [4.343, -0.603, 0.087], [4.598, 1.088, 0.483], [1.874, -0.208, 0.112], [2.726, 0.755, -1.140], [-0.449, 2.729, 2.446], [-2.643, 3.233, 2.266], [-2.597, 2.448, 0.702], [-3.670, 4.665, 0.553], [-2.174, 4.684, -0.360], [-2.818, 6.043, 2.267], [-2.079, 6.699, 0.860], [-0.846, 5.173, 3.128], [-0.165, 6.457, 2.185], [1.066, 4.461, 1.615], [0.007, 4.802, 0.243], [0.411, 1.045, -1.835], [0.956, 2.913, -2.951], [0.629, 3.888, -1.550], [-0.594, 4.665, -3.550], [-1.699, 4.235, -2.270], [-1.100, 2.754, -4.831], [-2.631, 3.300, -4.237], [-1.247, 0.747, -3.778], [-2.935, 1.144, -3.516], [-1.883, 0.474, -1.385], [-2.383, 2.182, -1.343]], "gap_ev": [3.15, 3.88], "s2": 0.818, "total_energy_ha": -2778.7025, "e_above_lowest_kj_mol": 249.8, "homo_ev": [-19.106, -19.108], "total_charge": 4, "spin_multiplicity": 2}

***

No. 3
{"formula": "C5H9NO2", "method": "ωB97M-V/def2-TZVPD", "elements": ["C", "C", "C", "O", "C", "O", "C", "N", "H", "H", "H", "H", "H", "H", "H", "H", "H"], "positions_angstrom": [[-1.040, 0.360, -1.619], [-0.065, -0.686, -1.188], [0.262, -1.038, 0.066], [0.847, -2.255, 0.367], [0.015, -0.237, 1.256], [-0.425, -0.893, 2.390], [0.173, 1.101, 1.306], [0.784, 1.933, 0.383], [-1.860, -0.110, -2.165], [-0.574, 1.074, -2.299], [-1.433, 0.906, -0.768], [0.285, -1.329, -1.993], [0.885, -2.797, -0.429], [-0.324, -1.839, 2.229], [-0.135, 1.602, 2.215], [1.124, 1.655, -0.525], [1.480, 2.552, 0.775]], "gap_ev": 8.26, "smiles": "C/C=C(O)\\C(O)=C/N", "total_energy_ha": -401.1066, "e_above_lowest_kj_mol": 184.2, "homo_ev": -7.494, "total_charge": 0, "spin_multiplicity": 1}

***

What did the third record say?
{"formula": "C5H9NO2", "method": "ωB97M-V/def2-TZVPD", "elements": ["C", "C", "C", "O", "C", "O", "C", "N", "H", "H", "H", "H", "H", "H", "H", "H", "H"], "positions_angstrom": [[-1.040, 0.360, -1.619], [-0.065, -0.686, -1.188], [0.262, -1.038, 0.066], [0.847, -2.255, 0.367], [0.015, -0.237, 1.256], [-0.425, -0.893, 2.390], [0.173, 1.101, 1.306], [0.784, 1.933, 0.383], [-1.860, -0.110, -2.165], [-0.574, 1.074, -2.299], [-1.433, 0.906, -0.768], [0.285, -1.329, -1.993], [0.885, -2.797, -0.429], [-0.324, -1.839, 2.229], [-0.135, 1.602, 2.215], [1.124, 1.655, -0.525], [1.480, 2.552, 0.775]], "gap_ev": 8.26, "smiles": "C/C=C(O)\\C(O)=C/N", "total_energy_ha": -401.1066, "e_above_lowest_kj_mol": 184.2, "homo_ev": -7.494, "total_charge": 0, "spin_multiplicity": 1}